[1]
76
Properties=species:S:1:pos:R:3:forces:R:3:mulliken_spin:R:1 method="wB97M-V/def2-TZVPD" spin_multiplicity=5 lumo_ev="-1.92 / -1.27" homo_energy_ev="-8.8 / -8.9" de_lowest_kcal_mol=48.8 homo_lumo_gap_ev="6.86 / 7.62"
Mn -0.308 -0.667 -1.451 0.078 0.023 0.097 4.267
C 2.715 2.451 2.782 0.000 -0.002 -0.001 0.000
C 1.925 3.253 1.968 -0.011 -0.006 -0.002 0.001
C 0.750 2.749 1.432 0.004 0.021 0.005 -0.004
C 0.337 1.448 1.721 0.011 -0.023 0.007 0.008
C 1.139 0.647 2.532 -0.002 0.006 0.005 0.001
C 2.324 1.147 3.056 0.013 0.008 0.002 0.002
P -1.231 0.898 0.967 -0.027 -0.009 0.003 0.048
C -2.490 1.547 2.125 -0.024 -0.010 -0.018 0.005
C -2.185 2.358 3.212 0.001 0.002 0.012 0.002
C -3.197 2.820 4.046 0.015 -0.001 -0.003 -0.001
C -4.515 2.470 3.805 -0.007 -0.008 -0.006 0.002
C -4.826 1.656 2.723 -0.006 0.005 0.008 -0.001
C -3.821 1.204 1.884 0.008 0.010 0.004 0.007
C -1.276 -0.885 1.334 0.005 -0.004 0.025 -0.008
C -1.650 -1.504 2.531 -0.003 0.007 0.003 -0.035
C -1.595 -2.884 2.637 0.005 -0.009 -0.010 0.039
C -1.170 -3.663 1.563 -0.006 0.013 0.020 -0.044
C -0.806 -3.072 0.360 0.014 -0.007 -0.026 0.078
C -0.891 -1.699 0.294 -0.007 0.030 0.018 -0.498
H 3.638 2.840 3.192 0.002 -0.005 0.003 0.000
H 2.232 4.265 1.737 0.001 0.000 0.000 0.000
H 0.148 3.371 0.777 -0.001 -0.003 -0.001 -0.002
H 0.849 -0.373 2.752 -0.007 0.002 -0.007 -0.003
H 2.941 0.511 3.678 0.002 0.001 0.000 0.000
H -1.159 2.631 3.419 0.003 0.002 0.000 0.001
H -2.947 3.451 4.889 -0.003 0.001 0.001 0.000
H -5.301 2.828 4.457 0.000 0.002 0.000 0.000
H -5.854 1.377 2.528 0.000 0.000 0.001 0.000
H -4.071 0.571 1.042 0.000 0.003 -0.001 0.003
H -1.982 -0.897 3.365 -0.002 -0.001 0.001 -0.006
H -1.881 -3.362 3.564 0.000 0.001 0.002 -0.001
H -1.122 -4.740 1.663 0.001 -0.001 -0.003 -0.004
H -0.476 -3.671 -0.479 -0.003 0.001 -0.002 -0.005
F -4.033 0.257 -1.332 0.002 -0.013 0.015 0.003
C -3.958 1.257 -2.215 0.019 -0.008 -0.011 0.004
F -5.135 1.390 -2.810 -0.013 0.004 -0.006 0.000
F -3.655 2.377 -1.574 -0.003 0.021 0.005 0.001
S -2.656 0.879 -3.462 0.014 0.016 0.016 0.013
O -1.439 0.772 -2.670 -0.040 0.011 -0.019 0.048
O -2.735 1.910 -4.433 0.005 -0.016 0.005 0.003
N -3.109 -0.510 -4.049 -0.012 0.022 -0.007 0.001
S -2.551 -1.867 -3.528 0.032 -0.051 0.029 0.010
O -2.021 -1.827 -2.160 -0.015 -0.009 -0.096 0.021
O -1.727 -2.555 -4.484 -0.001 0.008 0.026 0.001
C -4.083 -2.874 -3.366 -0.002 0.007 -0.004 0.001
F -3.748 -4.078 -2.918 0.000 0.000 0.002 0.000
F -4.671 -2.986 -4.546 -0.002 -0.005 0.005 0.000
F -4.915 -2.301 -2.506 0.002 0.002 -0.002 0.000
O 6.360 2.599 0.826 0.001 0.009 0.001 0.001
N 6.182 1.425 1.082 -0.006 -0.015 -0.004 0.000
O 6.948 0.727 1.718 0.004 0.002 0.005 0.000
C 4.952 0.802 0.599 0.001 -0.040 0.014 0.003
C 4.685 -0.526 0.932 0.018 0.053 0.007 0.000
C 3.521 -1.070 0.487 -0.022 0.003 -0.027 -0.010
C 2.529 -0.374 -0.265 0.007 -0.004 -0.003 -0.071
O 1.460 -0.988 -0.575 -0.050 0.039 -0.058 0.025
C 2.875 0.972 -0.560 0.012 -0.023 0.019 0.024
C 4.064 1.547 -0.133 -0.042 0.000 -0.025 -0.001
N 1.974 1.821 -1.307 0.020 0.015 -0.003 -0.005
O 0.893 1.366 -1.685 -0.018 -0.024 -0.020 0.013
O 2.309 2.958 -1.543 0.010 -0.011 0.011 0.002
N 3.213 -2.463 0.836 0.006 0.010 0.021 0.001
O 3.104 -2.723 2.017 0.007 -0.012 0.002 0.000
O 3.097 -3.252 -0.076 -0.005 -0.007 -0.014 0.000
H 5.382 -1.092 1.535 -0.004 -0.004 0.000 0.000
H 4.275 2.579 -0.368 0.008 -0.001 0.004 -0.001
C 2.684 -0.807 -4.048 -0.005 0.003 -0.001 0.001
C 1.992 -1.993 -3.415 -0.001 0.000 0.001 0.002
O 0.604 -1.693 -3.140 0.030 -0.026 -0.032 0.057
H 3.737 -1.037 -4.221 -0.001 -0.008 -0.001 0.000
H 2.628 0.065 -3.396 -0.004 0.004 0.003 0.001
H 2.226 -0.547 -5.002 0.001 0.002 0.000 0.000
H 2.446 -2.267 -2.465 -0.003 -0.005 -0.003 -0.001
H 2.022 -2.865 -4.069 0.006 -0.005 0.004 0.001
H 0.029 -2.086 -3.815 -0.010 0.008 0.007 0.004

[2]
64
Properties=species:S:1:pos:R:3:forces:R:3:lowdin_charge:R:1 method="wB97M-V/def2-TZVPD" total_charge=-2 lumo_ev=4.48 homo_energy_ev=-1.3 homo_lumo_gap_ev=5.82
Li -0.786 0.045 0.686 -0.078 -0.054 0.237 0.454
C -3.400 -0.782 1.429 -0.082 -0.096 -0.018 -0.110
N -2.223 -1.528 0.985 -0.185 0.201 0.088 -0.327
C -2.608 -2.471 -0.053 0.036 -0.017 -0.125 -0.112
C -1.576 -2.222 2.093 0.115 0.104 0.137 -0.223
C -1.127 -1.289 3.231 -0.017 0.114 0.071 -0.252
N -0.762 0.006 2.709 -0.146 -0.093 -0.352 -0.076
C -0.155 0.900 3.457 0.150 0.064 0.266 -0.232
C 0.125 2.176 2.868 -0.009 -0.100 -0.010 -0.176
F -0.289 2.357 1.593 -0.019 0.056 -0.080 0.047
C 0.759 3.195 3.518 0.034 -0.060 0.133 -0.251
F 0.966 4.368 2.880 -0.003 0.035 -0.114 0.059
C 1.202 3.072 4.830 0.042 0.030 0.046 0.005
C 0.944 1.859 5.440 0.018 0.190 -0.160 -0.252
F 1.351 1.684 6.721 0.005 -0.078 0.120 0.045
C 0.296 0.822 4.813 -0.059 0.034 -0.105 -0.142
F 0.090 -0.309 5.548 -0.033 -0.080 -0.007 0.034
H -4.151 -1.451 1.886 0.034 -0.014 -0.005 0.087
H -3.856 -0.290 0.572 -0.028 -0.014 -0.022 0.017
H -3.107 -0.024 2.153 0.014 -0.021 0.019 0.074
H -3.400 -3.156 0.299 0.041 -0.004 0.035 0.082
H -1.746 -3.069 -0.352 0.028 0.056 -0.001 0.085
H -2.982 -1.926 -0.920 0.004 0.018 -0.003 0.043
H -0.701 -2.735 1.685 -0.025 0.013 -0.056 0.101
H -2.253 -2.989 2.513 0.029 -0.037 -0.036 0.114
H -0.293 -1.792 3.734 -0.061 -0.037 0.079 0.107
H -1.936 -1.197 3.972 0.010 -0.090 -0.004 0.108
H 1.734 3.867 5.328 -0.021 -0.015 0.017 0.108
F -3.547 2.174 -7.641 0.021 0.014 -0.113 0.072
C -3.579 1.835 -6.336 -0.030 -0.029 0.165 -0.170
C -2.412 1.572 -5.639 -0.083 0.036 -0.157 -0.165
F -1.241 1.650 -6.297 0.120 -0.006 -0.012 0.086
C -2.449 1.235 -4.303 -0.373 -0.004 0.142 -0.264
F -1.285 0.984 -3.701 0.182 -0.004 0.030 0.069
C -3.649 1.146 -3.563 -0.012 0.146 -0.710 -0.664
S -3.702 0.758 -1.909 0.003 -0.168 0.578 0.543
C -4.808 1.409 -4.324 0.400 -0.064 0.225 -0.270
F -6.010 1.337 -3.735 -0.206 0.028 -0.011 0.045
C -4.781 1.746 -5.660 0.049 -0.003 -0.049 -0.170
F -5.930 1.992 -6.321 -0.092 0.030 -0.080 0.077
C 4.033 3.383 -1.181 0.027 0.017 0.040 -0.134
C 3.855 3.140 0.176 0.044 0.053 -0.066 -0.115
C 3.246 1.970 0.600 0.015 -0.016 0.041 -0.141
C 2.783 1.003 -0.302 0.088 -0.078 -0.088 -0.368
C 2.964 1.281 -1.662 -0.023 -0.083 -0.019 -0.127
C 3.584 2.444 -2.099 0.047 0.048 -0.025 -0.122
Si 1.722 -0.436 0.385 0.074 -0.043 0.134 0.658
C 2.407 -2.126 -0.212 0.077 0.011 -0.175 -0.372
C 2.769 -2.443 -1.527 0.007 0.120 -0.011 -0.120
C 3.086 -3.738 -1.916 0.026 -0.084 -0.001 -0.125
C 3.048 -4.774 -0.993 0.006 -0.015 0.025 -0.141
C 2.696 -4.491 0.322 0.039 -0.075 -0.061 -0.127
C 2.384 -3.194 0.697 -0.002 0.036 0.051 -0.157
H 4.507 4.299 -1.515 -0.013 -0.006 -0.019 0.081
H 4.190 3.874 0.902 -0.019 -0.019 0.024 0.089
H 3.110 1.796 1.663 0.011 0.023 -0.006 0.080
H 2.589 0.581 -2.402 -0.010 0.062 -0.010 0.081
H 3.702 2.631 -3.162 -0.011 -0.035 0.001 0.087
H 2.368 -0.492 1.760 -0.132 0.023 0.013 -0.046
H 2.801 -1.651 -2.269 -0.010 -0.065 -0.016 0.078
H 3.358 -3.948 -2.945 0.001 0.046 -0.002 0.086
H 3.290 -5.789 -1.291 -0.001 0.008 -0.008 0.080
H 2.673 -5.292 1.054 -0.024 0.025 0.024 0.086
H 2.116 -2.987 1.729 0.011 -0.031 -0.006 0.080

[3]
70
Properties=species:S:1:pos:R:3:forces:R:3:lowdin_charge:R:1 method="wB97M-V/def2-TZVPD" lumo_ev=-1.99 smiles="O=CCC1=C(CCF)C(=O)C=C(P(=O)(O)O)C1=O.O=C1C=C(O)C(=O)C=C1O.O=C1C=C(O)C(=O)C=C1O.O=C1C=C(O)C(=O)C=C1O" homo_energy_ev=-9.5 de_lowest_kcal_mol=0.0 homo_lumo_gap_ev=7.55
O 0.315 0.886 0.814 -0.027 -0.018 -0.125 0.060
C 1.422 0.421 0.744 -0.058 0.134 -0.044 -0.234
C 1.846 -0.613 -0.288 0.032 0.152 0.516 -0.075
C 1.820 -1.960 0.407 -0.119 0.130 -0.463 -0.086
C 0.684 -2.649 0.584 0.170 -0.174 0.307 -0.083
C -0.692 -2.271 0.121 0.122 -0.393 -0.314 -0.082
C -0.998 -3.049 -1.168 0.460 0.141 0.309 -0.162
F -1.246 -4.386 -0.885 -0.113 -0.004 0.033 -0.037
C 0.775 -3.953 1.332 0.029 0.266 -0.185 -0.293
O -0.138 -4.330 2.027 -0.002 -0.186 -0.026 0.131
C 2.060 -4.704 1.200 -0.294 -0.023 0.007 0.065
C 3.180 -4.012 1.012 0.386 0.310 0.186 -0.136
P 4.730 -4.951 0.919 0.693 -1.321 -0.327 0.458
O 4.511 -6.221 0.228 -0.104 0.133 0.008 -0.251
O 5.858 -4.059 0.212 -0.879 0.252 0.344 -0.100
O 5.248 -5.210 2.420 -0.490 0.729 -0.316 -0.103
C 3.107 -2.521 0.916 -0.467 -0.296 0.070 -0.323
O 4.041 -1.817 1.230 0.254 0.122 -0.277 0.115
H 2.191 0.707 1.487 0.055 -0.089 -0.063 0.136
H 2.848 -0.356 -0.633 0.033 -0.150 0.017 0.127
H 1.156 -0.599 -1.128 -0.030 0.075 -0.006 0.118
H -0.793 -1.214 -0.110 0.072 0.097 0.241 0.110
H -1.390 -2.563 0.906 -0.188 0.146 -0.103 0.134
H -0.103 -3.035 -1.795 -0.191 0.090 -0.245 0.127
H -1.847 -2.622 -1.699 -0.098 -0.134 0.028 0.123
H 2.021 -5.784 1.272 0.055 0.013 0.105 0.116
H 5.499 -3.185 -0.001 0.395 0.135 0.123 0.067
H 4.712 -4.712 3.051 0.264 -0.052 0.173 0.083
C -3.078 -8.181 0.270 -0.106 -0.164 -0.113 0.074
C -2.044 -7.457 0.722 -0.300 0.211 0.163 -0.230
C -0.627 -7.759 0.309 0.108 -0.226 -0.205 -0.294
O 0.248 -7.043 0.757 0.015 0.022 0.057 0.097
C -0.384 -8.876 -0.584 0.127 0.121 0.076 0.080
C -1.420 -9.598 -1.033 0.287 -0.105 -0.109 -0.235
C -2.839 -9.286 -0.640 -0.246 0.294 0.266 -0.316
O -3.719 -9.985 -1.109 0.103 -0.142 -0.108 0.103
O -1.282 -10.635 -1.851 -0.152 0.087 0.075 0.116
O -2.190 -6.432 1.552 0.222 -0.220 -0.138 0.116
H -4.100 -7.975 0.555 0.008 0.027 0.008 0.135
H 0.639 -9.090 -0.860 -0.009 -0.009 -0.016 0.138
H -2.186 -10.968 -2.016 -0.034 0.001 -0.003 0.119
H -1.299 -6.060 1.720 -0.032 0.098 0.013 0.086
C -0.410 5.446 -1.774 0.121 0.046 -0.219 0.071
C -0.370 4.107 -1.776 -0.254 0.090 0.119 -0.223
C 0.854 3.345 -2.201 0.365 0.073 -0.125 -0.309
O 0.807 2.128 -2.163 -0.117 -0.098 0.041 0.091
C 2.019 4.094 -2.638 -0.032 -0.208 0.032 0.073
C 1.982 5.433 -2.636 0.298 -0.104 -0.115 -0.234
C 0.762 6.196 -2.191 -0.427 -0.078 0.171 -0.303
O 0.829 7.413 -2.206 0.192 0.032 -0.048 0.103
O 3.004 6.188 -3.022 -0.182 0.032 0.076 0.116
O -1.399 3.353 -1.400 0.204 -0.024 -0.121 0.119
H -1.281 5.997 -1.469 -0.057 0.015 0.058 0.109
H 2.889 3.538 -2.955 0.013 0.025 -0.003 0.134
H 2.708 7.113 -2.920 -0.017 0.028 0.008 0.120
H -1.101 2.427 -1.476 0.021 -0.030 0.076 0.113
C -1.945 10.561 1.805 -0.132 0.106 0.099 0.076
C -1.324 9.572 1.148 0.232 0.269 0.043 -0.230
C -2.050 8.328 0.716 -0.325 -0.154 0.031 -0.293
O -1.405 7.487 0.114 0.026 0.147 0.158 0.091
C -3.458 8.196 1.038 0.122 -0.118 -0.106 0.078
C -4.079 9.185 1.697 -0.190 -0.255 -0.068 -0.234
C -3.359 10.440 2.114 0.401 0.185 -0.008 -0.314
O -4.005 11.293 2.693 -0.178 -0.088 0.019 0.109
O -5.363 9.139 2.031 0.139 0.139 0.025 0.118
O -0.038 9.611 0.822 -0.167 -0.152 -0.013 0.121
H -1.435 11.461 2.118 0.017 -0.004 -0.019 0.136
H -3.966 7.291 0.735 -0.024 0.014 0.008 0.137
H -5.551 9.979 2.493 -0.002 0.028 0.007 0.121
H 0.148 8.783 0.336 0.002 0.007 -0.070 0.113

[4]
54
Properties=species:S:1:pos:R:3:forces:R:3:lowdin_charge:R:1 method="wB97M-V/def2-TZVPD" lumo_ev=-1.75 homo_energy_ev=-6.3 homo_lumo_gap_ev=4.53
C 2.306 1.829 -0.167 0.074 0.294 0.155 -0.280
C 1.540 2.957 0.197 -0.817 1.299 0.770 -0.271
N 0.943 3.916 0.508 0.585 -1.419 -0.518 0.109
C 2.982 1.853 -1.448 0.278 -0.113 -0.631 -0.220
C 3.927 0.843 -1.778 -0.294 0.281 -0.277 -0.055
C 4.461 0.778 -3.063 -0.228 0.540 -0.110 -0.107
C 4.125 1.758 -4.016 -0.138 -0.044 0.110 -0.122
C 3.279 2.827 -3.665 0.314 -0.518 0.143 -0.105
C 2.718 2.884 -2.391 0.183 -0.399 0.018 -0.047
C 2.876 1.087 0.881 0.763 -0.530 1.482 -0.297
N 3.376 0.495 1.761 -0.794 0.438 -1.197 0.136
H 4.247 0.133 -1.009 -0.244 0.162 -0.289 0.102
H 5.153 -0.027 -3.321 -0.185 0.298 0.062 0.097
H 4.530 1.695 -5.028 -0.052 0.049 0.289 0.088
H 3.070 3.622 -4.386 0.081 -0.272 0.222 0.098
H 2.109 3.744 -2.095 0.086 -0.417 -0.120 0.101
C -1.362 -0.333 -4.432 0.243 0.117 -0.359 0.006
N -1.356 -0.336 -2.986 1.119 0.213 0.647 -0.070
C -0.243 -0.327 -2.208 -1.053 -0.422 0.339 0.075
C -0.617 -0.413 -0.845 -0.386 0.419 -0.081 -0.112
C 0.269 -0.482 0.238 0.290 0.296 -0.856 0.080
C -0.109 -0.454 1.594 -0.211 0.314 1.044 -0.139
C -1.065 0.383 2.209 0.313 -1.064 -0.142 0.020
N -1.226 0.020 3.508 0.394 0.250 -0.664 -0.073
C -2.192 0.595 4.417 -0.165 0.433 0.039 0.001
C -0.361 -1.037 3.816 -0.174 -0.146 -0.782 -0.156
C 0.376 -1.350 2.647 -0.584 0.315 0.237 -0.106
C 1.168 -2.493 2.635 0.172 -0.320 0.385 -0.011
C 1.237 -3.278 3.796 -0.068 0.411 -0.385 -0.075
C 0.509 -2.939 4.951 -0.223 0.518 -0.112 -0.078
C -0.319 -1.807 4.969 0.467 -0.369 0.144 -0.012
C -2.091 -0.452 -0.831 0.196 -0.148 -0.899 -0.088
C -2.502 -0.373 -2.188 0.181 -0.190 0.546 -0.157
C -3.829 -0.405 -2.595 -0.166 0.061 0.431 -0.006
C -4.797 -0.529 -1.591 0.324 0.113 -0.229 -0.076
C -4.423 -0.676 -0.245 0.720 -0.052 -0.149 -0.068
C -3.065 -0.679 0.131 -0.910 0.016 0.187 -0.019
H -2.394 -0.318 -4.770 0.126 0.020 -0.102 0.077
H -0.842 0.551 -4.811 -0.129 -0.087 0.041 0.106
H -0.869 -1.225 -4.835 -0.131 0.114 0.170 0.105
H 0.762 -0.312 -2.615 -0.184 0.145 -0.050 0.154
H 1.320 -0.637 -0.014 -0.229 -0.303 0.224 0.116
H -1.643 1.183 1.748 0.250 -0.169 0.303 0.158
H -2.112 0.092 5.379 -0.062 0.156 -0.108 0.079
H -1.993 1.665 4.543 -0.036 -0.206 0.092 0.105
H -3.214 0.477 4.033 0.264 -0.065 0.083 0.099
H 1.697 -2.758 1.718 -0.015 -0.061 0.372 0.118
H 1.861 -4.169 3.810 -0.123 0.200 -0.042 0.102
H 0.584 -3.565 5.840 -0.032 0.169 -0.256 0.103
H -0.901 -1.518 5.842 0.194 -0.304 -0.135 0.102
H -4.077 -0.310 -3.651 -0.196 -0.087 0.339 0.104
H -5.852 -0.518 -1.861 0.255 -0.024 0.075 0.105
H -5.194 -0.794 0.513 0.198 -0.054 -0.158 0.103
H -2.778 -0.874 1.163 -0.244 0.140 -0.301 0.102

In the order shown, the computed DFT total energy values come out to -5089.7743 -2783.7302 -2875.7775 -1299.1330 a.u..
In the order shown, the computed largest force on an atom values come out to 0.002 0.014 0.030 0.034 Eh/bohr.